Record 1
DFT (the ωB97M-V functional and the def2-TZVPD basis) results for a molecular structure, C28H32AsF6N2O5PS2Se2Te2Ti.

ORCA input file:
```
! wB97M-V def2-TZVPD RIJCOSX def2/J DEFGRID3
* xyz -2 1
Ti -0.5310 1.1555 0.7620
O 0.5441 1.5891 2.1300
C 0.5345 1.4069 3.4442
C 1.7454 1.4679 4.0823
C 1.7698 1.3937 5.4562
C 0.5845 1.2569 6.1843
C -0.6121 1.1496 5.5060
C -0.6532 1.2127 4.1135
C -1.9168 0.9561 3.4283
N -2.0370 0.9379 2.1687
N -3.2136 0.4366 1.6413
C -3.0138 0.0318 0.4326
O -1.8740 0.0781 -0.1816
C -4.1681 -0.5459 -0.3076
C -5.3165 -0.8644 0.3954
C -6.4298 -1.3300 -0.2828
C -6.3967 -1.4792 -1.6619
C -5.2424 -1.1581 -2.3708
C -4.1232 -0.6948 -1.6857
H 2.6296 1.6066 3.4800
H 2.7195 1.4507 5.9746
H 0.6052 1.2219 7.2726
H -1.5442 1.0008 6.0417
H -2.7915 0.6496 4.0143
H -5.3320 -0.7427 1.4638
H -7.3302 -1.5748 0.2641
H -7.2698 -1.8222 -2.1956
H -5.2040 -1.2640 -3.4469
H -3.2062 -0.4225 -2.1996
Se -1.5363 1.9059 -2.2490
Te -1.8748 3.1538 -4.3156
Te -4.2837 3.1362 -0.6904
Se -1.8340 3.0370 -0.2810
F 0.7756 3.7261 0.8297
As 0.0564 4.7404 2.0709
F 1.0709 4.0715 3.3079
F -1.2335 3.5803 2.3691
F -0.6946 5.7553 3.2731
F -0.9183 5.5126 0.8589
F 1.2967 5.9116 1.7472
C 4.7211 -1.9039 0.7488
C 3.8629 -0.6799 0.5089
C 3.8004 -0.2960 -0.9425
O 2.5290 -0.8018 1.0520
P 1.5810 -2.0860 1.0824
S 2.2996 -3.6325 2.0738
S -0.1432 -1.3492 1.7563
O 1.5221 -2.3533 -0.5160
C 0.8625 -3.4926 -1.1384
C -0.4704 -3.7962 -0.4880
C 1.7919 -4.6906 -1.1762
H 5.7322 -1.6686 0.4033
H 4.3671 -2.7703 0.1852
H 4.7460 -2.2221 1.7874
H 4.2799 0.1598 1.0865
H 3.4449 -1.1275 -1.5546
H 4.7896 -0.0203 -1.3029
H 3.1263 0.5425 -1.1003
H 0.6954 -3.1337 -2.1661
H -0.3519 -4.1576 0.5291
H -0.9486 -4.5828 -1.0715
H -1.1298 -2.9281 -0.4429
H 2.0297 -5.0404 -0.1748
H 2.7325 -4.4507 -1.6682
H 1.3177 -5.4977 -1.7266
C 1.2302 2.9784 -2.1326
C 0.5415 1.6666 -1.9610
O 0.5792 1.2268 -0.6550
C 0.9138 0.5853 -2.9330
C 1.8608 0.8137 -3.9178
C 2.0551 -0.1094 -4.9451
C 1.2955 -1.2659 -4.9900
C 0.3502 -1.4975 -3.9978
C 0.1720 -0.5961 -2.9597
H 0.7945 3.7097 -1.4430
H 1.0883 3.3065 -3.1642
H 2.2936 2.8923 -1.9029
H 2.4373 1.7214 -3.9086
H 2.7969 0.0859 -5.7095
H 1.4425 -1.9863 -5.7812
H -0.2482 -2.3994 -4.0197
H -0.5422 -0.7872 -2.1678
*
```

Calculated values
Lowest unoccupied orbital energy   3.793 eV
E_tot   -319282.801 eV
E_HOMO   -2.1 eV

Record 2
DFT (the ωB97M-V functional and the def2-TZVPD basis) results for a molecular structure, C28H32AuBN7.

ORCA input file:
```
! wB97M-V def2-TZVPD RIJCOSX def2/J DEFGRID3
* xyz 1 1
Au -0.1116 0.9870 -1.2090
C -0.7754 4.1615 -2.6644
C -0.4474 4.1012 -1.2117
C -0.3467 5.1215 -0.2674
C -0.0163 4.5059 0.9291
C 0.2118 5.1178 2.2689
N 0.0714 3.1834 0.7046
N -0.1933 2.9449 -0.6055
B 0.4337 2.0292 1.6686
N 1.6784 1.2899 1.0665
N 1.7181 0.9561 -0.2512
C 2.8766 0.3569 -0.5240
C 3.1813 -0.1839 -1.8759
C 3.6344 0.3460 0.6450
C 2.8509 0.9429 1.6217
C 3.1755 1.2001 3.0534
N -0.7708 1.0635 1.7947
N -1.5160 0.7343 0.7012
C -2.4938 -0.0661 1.1046
C -3.4912 -0.6110 0.1382
C -2.4003 -0.2523 2.4905
C -1.3014 0.4816 2.8926
C -0.7303 0.6418 4.2615
H -0.9391 5.1912 -2.9718
H -1.6812 3.5933 -2.8822
H 0.0379 3.7512 -3.2648
H -0.4956 6.1744 -0.4329
H 0.0744 6.1945 2.2036
H 1.2222 4.9206 2.6268
H -0.4881 4.7250 3.0063
H 0.7160 2.4637 2.7407
H 2.4293 0.1379 -2.5963
H 3.1917 -1.2749 -1.8533
H 4.1582 0.1549 -2.2177
H 4.6342 -0.0353 0.7636
H 4.1902 0.8679 3.2599
H 2.4963 0.6654 3.7174
H 3.1030 2.2610 3.2907
H -3.1810 -0.4095 -0.8872
H -4.4685 -0.1528 0.2932
H -3.6090 -1.6879 0.2613
H -3.0550 -0.8303 3.1208
H -1.4078 0.2043 4.9911
H -0.5802 1.6907 4.5140
H 0.2326 0.1363 4.3521
N -0.4194 -0.6665 -2.0771
C -0.4809 -1.8979 -1.8073
C -1.3861 -2.7558 -2.6112
C -1.8838 -3.9317 -2.0548
C -2.7885 -4.7005 -2.7706
C -3.1857 -4.3057 -4.0394
C -2.6836 -3.1361 -4.5982
C -1.7902 -2.3575 -3.8857
C 0.4086 -2.5144 -0.7743
C 0.5039 -2.0127 0.5178
C 1.3877 -2.5909 1.4159
C 2.1891 -3.6531 1.0229
C 2.0944 -4.1532 -0.2693
C 1.1987 -3.5944 -1.1663
H -1.5749 -4.2391 -1.0643
H -3.1799 -5.6107 -2.3369
H -3.8857 -4.9124 -4.5984
H -2.9877 -2.8356 -5.5917
H -1.3891 -1.4489 -4.3146
H -0.1264 -1.1944 0.8342
H 1.4474 -2.2110 2.4278
H 2.8816 -4.0990 1.7245
H 2.7141 -4.9843 -0.5782
H 1.1182 -3.9880 -2.1717
*
```

Calculated values
Lowest unoccupied orbital energy (spin up / spin down)   -4.854 / -4.811 eV
E_tot   -44350.309 eV
E_HOMO (spin up / spin down)   -11.6 / -11.6 eV

Record 3
DFT (the ωB97M-V functional and the def2-TZVPD basis) results for a molecular structure, C28H32BNO4.

ORCA input file:
```
! wB97M-V def2-TZVPD RIJCOSX def2/J DEFGRID3
* xyz 0 1
C -1.5833 -1.0831 -8.0163
C -1.0138 -1.7136 -6.8388
C -0.7601 -3.0408 -6.5537
C -0.2124 -3.0591 -5.2416
C -0.0783 -1.7279 -4.8268
B 0.3171 -1.0461 -3.3789
O -1.1430 -0.7098 -3.2978
C -1.2954 -0.2335 -2.0130
C 0.0759 -0.3591 -1.3335
C -0.2043 0.1272 0.0241
C 1.1931 0.4907 -2.0391
O 1.2576 0.0456 -3.3880
C 0.5815 -1.8483 -1.3093
O 0.7019 -2.2604 -2.6436
O -0.6410 -0.9336 -5.7806
H -1.7302 -1.8540 -8.7822
H -2.5645 -0.6355 -7.8014
H -0.9158 -0.3128 -8.4272
H -0.9327 -3.8958 -7.2022
H 0.0923 -3.9348 -4.6778
H -1.5799 0.8324 -2.0091
H -2.0562 -0.7961 -1.4422
H 0.9836 -0.3007 0.2976
H -0.8934 0.9545 -0.1185
H -0.8143 -0.6192 0.5048
H 0.9403 1.5661 -1.9568
H 2.1794 0.3332 -1.5493
H 1.5819 -1.9558 -0.8450
H -0.1060 -2.5438 -0.7884
C 0.7962 4.1574 1.2354
C -0.0913 3.0891 1.7671
N -1.2818 3.3959 2.3841
C -1.8311 4.7257 2.5771
C -1.9153 2.2286 2.8121
C -1.0853 1.1349 2.4570
C -1.5422 -0.1670 2.6702
C -2.7447 -0.3650 3.3532
C -3.5109 0.7281 3.7837
C -3.1468 2.0394 3.4282
C 0.0415 1.6850 1.7457
C 0.9417 0.7339 0.8667
C 1.7380 -0.1234 1.9380
C 1.5073 -0.0778 3.3158
C 1.9831 -1.1091 4.1187
C 2.8685 -2.0631 3.6236
C 3.3930 -3.1013 4.5686
C 3.2209 -2.0019 2.2683
C 2.6642 -1.0426 1.4249
H 1.7584 3.7130 0.9516
H 0.3751 4.6382 0.3350
H 0.9910 4.9400 1.9879
H -2.8176 4.6305 3.0421
H -1.1839 5.3367 3.2226
H -1.9559 5.2524 1.6230
H -1.0054 -1.0474 2.3181
H -3.0808 -1.3852 3.5446
H -4.4067 0.5457 4.3795
H -3.7969 2.8835 3.6365
H 1.6538 1.4059 0.3650
H 0.9410 0.7368 3.7729
H 1.6712 -1.1397 5.1601
H 4.1707 -3.7173 4.1222
H 3.8085 -2.6744 5.4902
H 2.5899 -3.7717 4.8940
H 3.9544 -2.7031 1.8846
H 2.9486 -0.9966 0.3667
*
```

Calculated values
Lowest unoccupied orbital energy   -0.468 eV
E_tot   -39905.976 eV
E_HOMO   -5.6 eV

Record 4
DFT (the ωB97M-V functional and the def2-TZVPD basis) results for 2 unconnected molecules or ions with the total composition C28H32ClN3O4.

ORCA input file:
```
! wB97M-V def2-TZVPD RIJCOSX def2/J DEFGRID3
* xyz 0 1
O 6.8527 0.2093 0.5319
O -5.1360 3.4878 -5.1900
O 5.9281 -3.7012 2.9853
Cl -0.9558 -3.9488 2.0755
O -3.8057 0.9412 0.2713
C 6.0223 0.0134 1.4050
C -5.2150 2.2726 -5.3005
C 5.1630 -2.8886 3.4999
C 1.3787 1.3880 0.1903
C 2.3610 0.6910 -0.5330
C 1.0219 0.9596 1.4812
C -1.2511 -1.7689 0.4594
C -2.9601 -2.0948 2.1323
C -1.9083 -0.6180 0.0101
C -3.6127 -0.9394 1.6866
C -2.9357 2.8528 -3.3214
C -4.1080 1.1555 -2.0802
C -2.2803 3.2594 -2.1575
C 2.9884 -0.4313 0.0342
C 1.6498 -0.1624 2.0491
C -1.7762 -2.5126 1.5192
C -3.1027 -0.1878 0.6227
C -3.4724 1.5622 -0.9038
C -3.8706 1.8125 -3.2863
C -2.5572 2.6312 -0.9364
C 2.6412 -0.8569 1.3303
N -4.5908 1.4138 -4.4101
N 4.7135 -3.0106 4.7570
N 5.6751 -1.2303 1.7354
C 5.4097 1.1979 2.1273
C -1.9150 3.1385 0.3277
C 5.1010 -4.0820 5.6751
C -5.6526 0.3729 -6.9575
C -6.1299 1.7144 -6.3890
C 3.3524 -2.0364 1.9640
C 4.6578 -1.6789 2.6980
H 0.9018 2.2524 -0.2492
H 2.6389 1.0199 -1.5248
H 0.2653 1.4911 2.0398
H -0.3238 -2.0837 -0.0108
H -3.3678 -2.6702 2.9580
H -1.4693 -0.0596 -0.8103
H -4.5298 -0.6128 2.1661
H -2.7407 3.3710 -4.2550
H -4.8294 0.3481 -2.0259
H -1.5807 4.0888 -2.2025
H 3.7528 -0.9559 -0.5222
H 1.3696 -0.4852 3.0411
H -4.9336 0.4603 -4.4161
H 4.0748 -2.3104 5.0995
H 6.1959 -1.9603 1.2695
H 4.3400 1.2320 1.9374
H 5.6050 1.1157 3.1937
H 5.8680 2.1110 1.7493
H -2.6296 3.7510 0.8854
H -1.6040 2.3061 0.9622
H -1.0359 3.7491 0.1039
H 6.0855 -4.4721 5.4061
H 5.1437 -3.7026 6.6969
H 4.3788 -4.8983 5.6237
H -4.6378 0.4655 -7.3584
H -6.3163 0.0547 -7.7676
H -5.6566 -0.4043 -6.1871
H -6.1922 2.4422 -7.2037
H -7.1332 1.5935 -5.9719
H 3.5712 -2.7745 1.1901
H 2.6669 -2.5057 2.6718
H 4.4417 -0.8820 3.4076
*
```

Calculated values
Lowest unoccupied orbital energy   0.391 eV
E_tot   -54739.834 eV
SMILES   CCC(=O)Nc1ccc(C)c(Oc2ccc(Cl)cc2)c1.CNC(=O)[C@H](Cc1ccccc1)NC(C)=O
E_HOMO   -8.7 eV

Record 5
DFT (the ωB97M-V functional and the def2-TZVPD basis) results for a single C28H32ClN5O3 molecule.

ORCA input file:
```
! wB97M-V def2-TZVPD RIJCOSX def2/J DEFGRID3
* xyz 0 1
C -4.9574 0.0850 1.1996
C -5.1566 -1.1760 0.4190
C -6.2609 -1.9849 0.6522
C -6.4595 -3.1544 -0.0604
C -5.5461 -3.5403 -1.0264
C -4.4331 -2.7558 -1.2649
C -4.2301 -1.5790 -0.5490
C -3.0398 -0.7422 -0.8677
O -3.0597 0.4610 -1.0141
N -1.8830 -1.4778 -0.9629
C -0.6605 -0.9435 -1.3468
C 0.4915 -1.4964 -0.9275
C 1.8185 -1.0635 -1.2476
C 2.3375 -0.1457 -2.1356
C 3.7283 -0.1540 -1.9523
C 3.9952 -1.0765 -0.9637
C 5.2058 -1.5607 -0.3437
C 5.1534 -2.7106 0.4570
C 6.2955 -3.2065 1.0544
C 7.4904 -2.5376 0.8393
N 7.5638 -1.4437 0.1017
C 6.4763 -0.9723 -0.4606
Cl 6.7303 0.4750 -1.3542
H 8.4243 -2.8727 1.2673
H 6.2601 -4.0923 1.6683
H 4.2024 -3.2030 0.5913
O 2.8267 -1.6320 -0.5470
H 4.4392 0.4343 -2.4920
H 1.7875 0.4403 -2.8401
H 0.4521 -2.3499 -0.2589
C -0.7787 0.2074 -2.3277
O -1.1530 0.0001 -3.4647
N -0.3907 1.3835 -1.8281
H -0.2427 1.5044 -0.8226
C -0.6313 2.6403 -2.5027
H -0.2143 2.5907 -3.5136
H -1.7122 2.8039 -2.5958
C 0.0070 3.7720 -1.7018
H 1.0855 3.6150 -1.6544
H -0.1756 4.7167 -2.2153
C -0.5667 3.8598 -0.2816
N -0.1761 2.7045 0.5164
C 1.1241 2.8342 1.1443
C 1.5499 1.4776 1.6938
N 0.5827 1.0184 2.6731
C 0.9861 -0.2346 3.2703
H 1.9501 -0.1014 3.7588
H 1.0771 -1.0465 2.5307
H 0.2520 -0.5258 4.0204
C -0.7306 0.9248 2.0641
C -1.1543 2.2778 1.4985
H -2.1226 2.1682 1.0047
H -1.2479 3.0024 2.3241
H -1.4440 0.6119 2.8310
H -0.7430 0.1775 1.2488
H 2.5226 1.5679 2.1828
H 1.6450 0.7643 0.8547
H 1.8521 3.1679 0.4028
H 1.0983 3.5672 1.9684
H -1.6567 3.8742 -0.3497
H -0.2451 4.7999 0.1934
H -1.9000 -2.4366 -0.6412
H -3.7301 -3.0381 -2.0357
H -5.7004 -4.4461 -1.5930
H -7.3300 -3.7625 0.1357
H -6.9801 -1.6892 1.4024
H -5.7602 0.2240 1.9192
H -4.9319 0.9374 0.5239
H -4.0063 0.0625 1.7310
*
```

Calculated values
Lowest unoccupied orbital energy   -0.002 eV
E_tot   -55671.383 eV
SMILES   Cc1ccccc1C(=O)N/C(=C/c1ccc(-c2cccnc2Cl)o1)C(=O)NCCCN1CCN(C)CC1
E_HOMO   -7.5 eV

Record 6
DFT (the ωB97M-V functional and the def2-TZVPD basis) results for a molecular structure, C28H32CoFN9O5S.

ORCA input file:
```
! wB97M-V def2-TZVPD RIJCOSX def2/J DEFGRID3
* xyz 0 2
Co -0.2564 1.3991 0.5362
N 1.2548 2.6558 -3.2905
C 0.5511 2.1461 -2.1486
S 1.0480 2.9582 -0.6132
N 0.6050 0.7166 -2.1179
N 0.2062 0.2603 -0.9842
C -0.0569 -1.0219 -0.7947
C -0.7324 -1.3202 0.4222
C -1.1606 -2.6035 0.8055
C -1.8599 -2.7559 1.9786
C -2.1194 -1.6467 2.7893
C -1.6549 -0.4165 2.3679
N -1.0157 -0.2598 1.2132
H 2.1480 3.0179 -2.9883
H 1.4190 1.8842 -3.9277
H 0.0922 -1.7401 -1.5900
H -0.9354 -3.4494 0.1707
H -2.1980 -3.7394 2.2813
H -2.6390 -1.7404 3.7318
H -1.7914 0.4883 2.9446
F -3.2288 5.3955 -1.8715
C -2.1918 5.4975 -1.0012
C -2.1500 4.7452 0.1299
C -1.0159 4.7959 0.9357
C -0.7717 3.6337 1.8048
O -1.5573 2.6644 1.7663
C 0.4426 3.6646 2.5508
C 1.2866 4.7090 2.3940
N 1.1343 5.7119 1.4779
C 2.2844 6.5192 1.1276
C 3.6390 5.8752 1.1228
C 2.9843 6.2282 -0.1744
C 0.0093 5.7163 0.6843
C -0.0609 6.4962 -0.4789
C -1.1174 6.3167 -1.3366
N -0.9746 6.7981 -2.7114
C -2.0644 7.6730 -3.2587
C -1.5332 8.3406 -4.5421
N -0.3556 7.6009 -4.9842
C -0.6517 6.1756 -5.0729
C -0.6957 5.6320 -3.6404
C 1.0213 2.3904 3.1534
O 1.7280 2.4936 4.1535
O 0.7877 1.3813 2.4301
H -2.9057 4.0076 0.3613
H 2.2130 4.7165 2.9509
H 2.2194 7.5486 1.4590
H 3.6940 4.8210 1.3557
H 4.4666 6.4725 1.4768
H 2.5911 5.3920 -0.7416
H 3.3628 7.0675 -0.7438
H 0.7741 7.1169 -0.7719
H -2.3271 8.3934 -2.4878
H -2.9198 7.0340 -3.4427
H -1.2481 9.3740 -4.3478
H -2.3403 8.3447 -5.2844
H -0.1241 7.3641 -2.7534
H 0.0100 7.9716 -5.8491
H 0.1338 5.6650 -5.6251
H -1.6026 5.9811 -5.5858
H 0.2495 5.2034 -3.3099
H -1.4778 4.8946 -3.4819
C -5.1666 2.1888 -0.4401
C -3.8671 1.5099 -0.7629
N -3.4864 0.4135 -0.2400
O -4.3928 -0.0647 0.6975
C -2.9418 2.0832 -1.7730
C -3.5141 2.5623 -3.0753
N -1.7013 2.0680 -1.4750
O -0.8777 2.5227 -2.4622
H -5.3512 2.1353 0.6314
H -5.9986 1.6838 -0.9364
H -5.1637 3.2306 -0.7585
H -3.9209 -0.8151 1.0821
H -3.9646 1.7222 -3.6087
H -2.7357 2.9908 -3.7006
H -4.3041 3.2951 -2.9029
*
```

Calculated values
Lowest unoccupied orbital energy (spin up / spin down)   -0.350 / -0.352 eV
E_tot   -104378.576 eV
E_HOMO (spin up / spin down)   -6.1 / -6.1 eV